Record 1
C36H62N5O4PS | wB97M-V/def2-TZVPD

Geometry as XYZ:
```
109
Properties=species:S:1:pos:R:3:lowdin_charge:R:1
C 2.67822 -1.82654 4.76280 -0.0634
C 1.32109 -2.51233 4.90148 -0.2781
O 0.56461 -2.33994 3.72101 -0.1472
C -0.30930 -3.41349 3.41014 -0.2133
C 0.28652 -4.24981 2.28487 -0.1159
C 0.31745 -3.48815 0.98912 -0.1994
C -0.84175 -3.05199 0.35610 0.0170
C -0.82190 -2.30253 -0.81531 -0.2142
C -2.09173 -1.77753 -1.41471 -0.1660
C -2.16884 -0.25078 -1.29198 -0.2084
C -2.79720 0.23265 0.01177 -0.2605
N -2.53361 1.66208 0.25404 -0.0027
C 0.42532 -2.01453 -1.37265 -0.3676
C 1.60527 -2.43542 -0.76485 -0.2333
C 1.54118 -3.17018 0.41348 0.0463
N 2.89245 -2.08453 -1.29363 -0.0210
C 3.43263 -2.96472 -2.37817 -0.3332
C 2.61208 -4.21741 -2.62736 -0.0389
C 4.91251 -3.28921 -2.12293 -0.1950
C 5.27327 -3.66856 -0.67994 -0.0880
C 2.95668 -0.70330 -1.62631 -0.2207
C 4.03175 0.05208 -1.17179 0.0873
C 4.06548 1.40310 -1.46504 -0.2064
O 5.15743 2.17594 -0.95490 0.0281
C 5.27341 2.08702 0.32758 -0.3685
N 5.31220 2.04260 1.46429 0.1880
C 3.10042 2.04696 -2.23084 -0.3265
P 3.14432 3.82210 -2.66729 1.0191
C 4.89612 4.39829 -2.83204 -0.4102
C 5.50008 5.15774 -1.65013 -0.1519
C 2.27541 4.79024 -1.34713 -0.3971
C 1.97965 4.05219 -0.03435 -0.1298
C 2.03384 1.27360 -2.67957 -0.0982
C 1.95716 -0.07512 -2.36993 -0.4249
S 0.58582 -1.06509 -2.86965 1.0729
H 2.65311 -0.83954 5.21239 0.0686
H 2.96049 -1.74340 3.71713 0.0733
H 3.45505 -2.38826 5.27618 0.0694
H 1.47696 -3.56203 5.15371 0.1123
H 0.79484 -2.03055 5.72832 0.1149
H -0.48405 -4.03188 4.28979 0.1180
H -1.25496 -2.96728 3.10486 0.1158
H 1.31727 -4.43968 2.57804 0.1148
H -0.23051 -5.20308 2.19715 0.1231
H -1.80426 -3.26625 0.80485 0.1220
H -2.92491 -2.18370 -0.84351 0.0975
H -2.24673 -2.12055 -2.43480 0.1124
H -2.78111 0.14798 -2.10192 0.1148
H -1.19193 0.20679 -1.41109 0.0685
H -3.87491 0.12366 -0.08191 0.0956
H -2.45631 -0.34974 0.86530 0.1149
H -1.52889 1.76077 0.37960 0.0676
H -2.72666 2.15745 -0.61176 0.0765
H 2.46003 -3.48549 0.88325 0.1128
H 3.39577 -2.38095 -3.30028 0.1348
H 1.64746 -3.99452 -3.06870 0.0721
H 3.15214 -4.80370 -3.36891 0.0825
H 2.51079 -4.84711 -1.74758 0.0874
H 5.50142 -2.41929 -2.41029 0.0990
H 5.22903 -4.09591 -2.77848 0.1022
H 6.16303 -3.12760 -0.36896 0.0666
H 5.50031 -4.72763 -0.57990 0.0672
H 4.49275 -3.42252 0.03086 0.0450
H 4.79838 -0.40675 -0.56569 0.1374
H 4.91149 5.04623 -3.70192 0.0577
H 5.50928 3.52494 -3.03161 0.0677
H 6.50970 5.46665 -1.91688 0.0710
H 5.59776 4.53865 -0.76384 0.0511
H 4.93237 6.04116 -1.37420 0.0562
H 2.89279 5.66387 -1.14470 0.0545
H 1.36163 5.15747 -1.79909 0.0544
H 1.59362 3.05293 -0.21082 0.0562
H 1.22075 4.61110 0.51120 0.0575
H 2.86644 4.04784 0.59319 0.0672
H 1.24630 1.71956 -3.26883 0.1026
C -6.01286 -2.05349 -0.78945 -0.0983
O -5.30545 -1.96372 -2.01389 -0.2081
C -5.62950 -2.95872 -2.96651 -0.2077
C -6.92341 -2.71191 -3.75535 -0.4319
C -8.19878 -2.98254 -2.96225 -0.0715
N -6.98648 -1.35438 -4.30553 0.0396
H -6.20000 -3.09433 -0.50988 0.0938
H -6.95774 -1.50814 -0.83365 0.0796
H -5.39938 -1.58977 -0.01737 0.0728
H -4.79853 -2.95339 -3.67753 0.1202
H -5.63686 -3.94946 -2.49195 0.1221
H -6.91084 -3.41077 -4.59694 0.1347
H -8.43809 -2.16710 -2.28081 0.0647
H -9.04456 -3.08830 -3.64104 0.0758
H -8.11725 -3.90337 -2.38101 0.0776
H -6.20356 -1.21068 -4.93713 0.0711
H -6.81631 -0.70310 -3.54344 0.0689
C -0.40957 6.15664 3.55201 -0.1082
O -0.44601 5.01534 2.71702 -0.2025
C -0.71202 3.79205 3.38105 -0.2042
C -2.18924 3.54950 3.74140 -0.4298
C -2.66599 4.37579 4.93347 -0.0779
N -3.10570 3.78029 2.62150 0.0432
H 0.01458 5.92407 4.53295 0.0909
H -1.40301 6.59378 3.67428 0.0745
H 0.22221 6.89973 3.06498 0.0861
H -0.39272 3.01264 2.68373 0.1142
H -0.07673 3.70155 4.27266 0.1198
H -2.27213 2.49569 4.02403 0.1340
H -2.88396 5.40635 4.65597 0.0616
H -3.58673 3.95313 5.33512 0.0736
H -1.92322 4.38531 5.73442 0.0752
H -2.90276 3.13514 1.86199 0.0173
H -2.90116 4.70114 2.24084 0.0673
```

Total energy, Ha: -2723.113546
SMILES: CCOCCc1cc(CCCN)c2c(c1)N([C@H](C)CC)c1cc(OC#N)c(P(CC)CC)cc1S2.COC[C@@H](C)N.COC[C@@H](C)N
Largest force on an atom, eV/Å: 1.9
LUMO, eV: 0.51
Spin multiplicity: 1

Record 2
C13H14NO2PS | wB97M-V/def2-TZVPD

Geometry as XYZ:
```
32
Properties=species:S:1:pos:R:3:lowdin_charge:R:1
C -1.14665 -0.13583 -3.42206 -0.1197
C -1.08117 -1.73966 -3.29020 -0.2124
C -0.31878 -2.27893 -1.97768 -0.1748
N -0.50651 -1.36605 -0.81392 -0.1173
C -1.88991 -1.22221 -0.33165 -0.0021
C -2.29548 -0.28987 0.84008 0.0407
C -1.16458 0.52163 1.54133 -0.1143
C -1.46070 1.50790 2.72791 -0.0055
C -0.30231 2.28434 3.45238 0.0580
C 1.17483 2.05433 2.96720 -0.0083
C 2.43931 2.77427 3.68367 -0.5672
O 2.74264 2.49773 4.90426 -0.0748
O 3.26222 3.66710 3.01443 -0.1756
C 1.44255 1.10398 1.75828 0.0215
C 0.31154 0.31559 1.01007 -0.0759
C 0.59662 -0.64829 -0.21592 -0.2333
P 2.39768 -0.76881 -0.77611 0.3889
S 3.44340 -1.58338 0.68556 0.1552
H -0.85746 0.24336 -4.47779 0.0851
H -2.24310 0.19727 -3.27801 0.0832
H -0.47687 0.43590 -2.69225 0.0687
H -0.62938 -2.15536 -4.25979 0.1163
H -2.17233 -2.11254 -3.21399 0.1046
H -0.78993 -3.29985 -1.69737 0.1453
H 0.76665 -2.50148 -2.24508 0.0965
H -2.74345 -1.81962 -0.82620 0.1352
H -3.39021 -0.25345 1.15086 0.1134
H -2.56556 1.61502 3.01882 0.1003
H -0.58667 2.97557 4.31919 0.1201
H 2.52965 0.96815 1.43015 0.0662
H 2.91387 0.54498 -1.01680 0.0059
H 2.60009 -1.53180 -1.96937 -0.0240
```

Total energy, Ha: -1448.189277
Largest force on an atom, eV/Å: 6.6
LUMO, eV: -2.60
Spin multiplicity: 1
ΔE to the lowest compared entry with this formula, charge and spin, kcal per mole: 214.3

Table of HOMO-LUMO gap (eV), in record order: 8.378, 4.446